[1]
{"formula": "C2H7INO", "method": "the ωB97M-V functional and the def2-TZVPD basis", "lumo_energy_ev": -5.58, "total_charge": 1, "multiplicity": 1, "orbital_gap_ev": 7.93, "elements": ["C", "C", "N", "O", "I", "H", "H", "H", "H", "H", "H", "H"], "coordinates": [[1.098, 1.283, 0.512], [-1.045, -1.131, 0.119], [0.295, -0.949, -0.270], [0.909, 1.749, -0.591], [-2.288, 0.437, -0.737], [1.894, 0.669, 0.723], [0.260, 1.267, 1.330], [-1.119, -0.829, 1.181], [-1.499, -2.066, -0.280], [0.934, -1.518, 0.312], [0.422, -1.225, -1.331], [0.140, 2.312, -0.967]]}

---

[2]
{"formula": "C27H36N2NaO2S2Sb", "method": "the ωB97M-V functional and the def2-TZVPD basis", "lumo_energy_ev": [2.08, 1.38], "total_charge": -2, "multiplicity": 1, "orbital_gap_ev": [2.14, 1.44], "elements": ["Na", "C", "C", "C", "C", "C", "H", "H", "H", "H", "H", "O", "C", "O", "C", "C", "C", "C", "C", "C", "S", "H", "H", "H", "H", "N", "C", "S", "C", "C", "C", "N", "C", "C", "H", "H", "H", "H", "H", "H", "C", "C", "C", "Sb", "C", "C", "C", "C", "C", "C", "H", "H", "H", "H", "H", "H", "H", "H", "H", "H", "H", "H", "H", "H", "H", "H", "H", "H", "H", "H", "H"], "coordinates": [[-2.152, 0.298, 2.741], [-3.977, 3.080, -0.495], [-4.761, 2.456, 0.434], [-5.456, 3.492, 1.141], [-5.004, 4.726, 0.624], [-4.124, 4.459, -0.386], [-3.417, 2.481, -1.202], [-4.861, 1.384, 0.551], [-6.100, 3.382, 1.951], [-5.401, 5.712, 0.830], [-3.657, 5.206, -1.012], [-3.682, -0.900, 1.740], [-2.920, -1.241, 0.788], [-1.944, -0.512, 0.384], [-3.211, -2.532, 0.106], [-3.487, -3.671, 0.795], [-3.424, -4.926, 0.129], [-3.206, -5.062, -1.191], [-3.065, -3.885, -1.912], [-3.123, -2.585, -1.369], [-3.157, -1.308, -2.579], [-3.643, -3.621, 1.934], [-3.597, -5.789, 0.779], [-3.124, -5.991, -1.695], [-2.834, -3.957, -2.971], [4.602, 1.345, 4.773], [4.041, 0.068, 4.811], [5.005, -1.254, 4.473], [2.586, -0.024, 4.825], [1.923, -1.237, 4.811], [0.527, -1.327, 4.542], [-0.263, -0.219, 4.392], [0.402, 0.950, 4.574], [1.754, 1.148, 4.745], [5.590, 1.263, 4.630], [4.438, 1.967, 5.588], [2.442, -2.138, 5.125], [0.034, -2.280, 4.297], [-0.300, 1.796, 4.568], [2.118, 2.166, 4.911], [-0.241, 0.723, -4.039], [0.705, -0.310, -3.426], [0.118, -1.722, -3.225], [1.324, 0.244, -1.319], [3.203, -1.014, -1.103], [2.733, -2.203, -0.385], [3.829, -1.283, -2.435], [2.503, 2.161, -1.646], [2.783, 2.516, -3.100], [1.656, 3.202, -0.899], [-0.342, 0.488, -5.117], [0.100, 1.779, -3.907], [-1.252, 0.655, -3.641], [1.582, -0.291, -4.041], [-0.788, -1.722, -2.601], [0.828, -2.459, -2.876], [-0.297, -2.062, -4.215], [3.796, -0.318, -0.520], [3.471, -2.548, 0.313], [2.474, -3.005, -1.084], [1.813, -2.047, 0.222], [3.192, -1.732, -3.213], [4.667, -1.984, -2.277], [4.170, -0.363, -2.939], [3.438, 1.966, -1.104], [1.904, 2.712, -3.736], [3.466, 1.829, -3.615], [3.358, 3.457, -3.064], [0.694, 3.298, -1.369], [2.124, 4.187, -0.952], [1.418, 2.928, 0.136]]}

---

Maximum force list, top to bottom, in eV Å⁻¹: 6.2, 3.6
Energy relative to the best compared isomer or geometry (same formula, charge and spin) list, top to bottom, in kJ/mol: 268.0, 395.5